Entry 1:
C21H50F3Na3O13S | ωB97M-V/def2-TZVPD

CARTESIAN COORDINATES (ANGSTROEM)
Na (15.41700, 17.71355, -8.80478)
Na (17.87001, 13.00384, -9.94841)
Na (12.71786, 13.06361, -8.25703)
C (16.56431, 14.63070, -5.22788)
F (15.72682, 15.47313, -4.55209)
F (17.84892, 15.15058, -5.16853)
F (16.43028, 13.50235, -4.58882)
S (16.10015, 14.44194, -7.13044)
O (17.13972, 13.59906, -7.78332)
O (14.81016, 13.80162, -7.31767)
O (16.03416, 15.81819, -7.56382)
C (13.61943, 18.21924, -5.70768)
O (14.64686, 18.64829, -6.58433)
C (15.73579, 19.02959, -5.76211)
C (16.91910, 19.63794, -6.62260)
O (17.28599, 18.76664, -7.72361)
C (18.39016, 17.82367, -7.39081)
H (13.00457, 17.48815, -6.23262)
H (13.04992, 19.14329, -5.60818)
H (13.90679, 17.88363, -4.71124)
H (16.18828, 18.11787, -5.37209)
H (15.55688, 19.66913, -4.89777)
H (17.79622, 19.93365, -6.04700)
H (16.65181, 20.54992, -7.15641)
H (18.07740, 17.08474, -6.65307)
H (19.34471, 18.20847, -7.03183)
H (18.61053, 17.35997, -8.35234)
C (10.26359, 15.06145, 2.21236)
O (11.56410, 15.50568, 1.99706)
C (12.25866, 14.76062, 0.98903)
C (13.55227, 15.49808, 0.55266)
O (14.13824, 14.80359, -0.52887)
C (15.29127, 15.31899, -1.17153)
H (10.23373, 13.99545, 2.43784)
H (9.64971, 15.28783, 1.34058)
H (9.78704, 15.63356, 3.00841)
H (11.60816, 14.47807, 0.16131)
H (12.59521, 13.82548, 1.43664)
H (14.25619, 15.52876, 1.38433)
H (13.32316, 16.53961, 0.32723)
H (15.43059, 14.70501, -2.06132)
H (16.17044, 15.28704, -0.52799)
H (15.13267, 16.32425, -1.56191)
C (18.51983, 17.13382, -2.83645)
O (18.03774, 18.34908, -2.41361)
C (19.12949, 19.31781, -2.46611)
C (18.52618, 20.76192, -2.52404)
O (18.95910, 21.50206, -3.73963)
C (18.47447, 22.78818, -3.84860)
H (19.20613, 16.77327, -2.07022)
H (19.04222, 17.11015, -3.79282)
H (17.74627, 16.36662, -2.80330)
H (19.89368, 19.01409, -3.18155)
H (19.64391, 19.09005, -1.53252)
H (18.94088, 21.09761, -1.57355)
H (17.44990, 20.75769, -2.35168)
H (17.46245, 22.91105, -3.46283)
H (18.56633, 23.33471, -4.78720)
H (19.11476, 23.45243, -3.26817)
C (14.65766, 5.71451, -3.38316)
O (14.54778, 7.14610, -3.35270)
C (15.51068, 7.84943, -2.65123)
C (15.28835, 9.32067, -2.97007)
O (16.38642, 9.92985, -2.34733)
C (16.17214, 11.31601, -2.19527)
H (13.71863, 5.26311, -3.70341)
H (14.92753, 5.35390, -2.39057)
H (15.41067, 5.46409, -4.13040)
H (16.52779, 7.53754, -2.88853)
H (15.37639, 7.70023, -1.57987)
H (14.31305, 9.64034, -2.60304)
H (15.37094, 9.40241, -4.05386)
H (15.95564, 11.73926, -3.17613)
H (17.12460, 11.76754, -1.91771)
H (15.41105, 11.55794, -1.45343)
C (19.99405, 12.72734, -6.40399)
O (20.59209, 12.12303, -5.26568)
C (19.67613, 11.22492, -4.66063)
C (20.45060, 10.41260, -3.57157)
O (21.65113, 9.75471, -4.05989)
C (22.45665, 9.29810, -2.95565)
H (20.77596, 13.40625, -6.74426)
H (19.01869, 13.15104, -6.16471)
H (19.69408, 12.05434, -7.20723)
H (19.32495, 10.56947, -5.45759)
H (18.76142, 11.62509, -4.22328)
H (19.70383, 9.72291, -3.17817)
H (20.76971, 11.01209, -2.71899)
H (22.04426, 8.69477, -2.14693)
H (23.16690, 9.98666, -2.49791)
H (23.16979, 8.55000, -3.30188)

Forces on the atoms, in the same order (eV/Å):
0.3 0.3 0.9
0.1 0.0 0.6
0.4 0.1 0.5
0.0 1.4 0.3
0.9 -0.2 -1.7
-2.3 -1.2 -0.2
0.9 -0.7 -0.5
0.8 -0.6 -0.8
-0.5 1.2 0.7
-1.1 -0.6 0.7
0.5 0.5 -0.2
-1.5 1.1 -0.7
1.1 -0.1 0.4
3.4 0.0 -1.2
-1.2 0.1 -0.7
1.5 -1.0 1.2
-1.0 0.1 -0.7
0.0 -0.1 0.2
-0.7 -0.3 0.6
0.4 -0.2 -0.3
-0.2 -0.3 0.4
-0.7 0.3 -0.3
-0.1 -0.4 0.4
-0.5 0.1 0.3
-0.2 0.0 -0.2
-0.3 1.0 0.0
-0.1 -0.3 0.1
-0.7 0.1 -0.2
1.3 0.4 -0.7
0.6 -0.1 0.8
-0.3 0.3 0.3
-0.4 -0.5 -0.5
-0.8 0.0 0.2
-0.1 -0.1 0.1
-0.2 -0.3 -0.4
0.4 -0.1 0.3
0.0 0.4 -0.3
-0.1 -0.3 0.0
0.0 -0.1 0.3
-0.1 0.2 -0.4
0.2 -0.3 0.2
0.1 0.1 0.0
0.0 0.4 0.3
0.3 -1.7 1.2
0.0 1.5 -1.5
-1.4 -0.6 0.6
1.8 -0.5 -0.3
-0.4 -2.7 0.8
0.1 2.2 1.4
0.7 -0.2 0.0
-0.1 0.3 -0.3
-0.4 0.3 -0.3
-0.4 0.5 -0.8
0.2 0.8 0.4
0.2 1.5 -0.3
-0.1 -0.2 -0.6
-0.2 -0.1 -0.1
-0.1 -1.2 -0.8
0.0 0.1 0.7
0.4 0.9 0.0
-1.3 -0.9 -0.9
-0.5 -0.1 0.4
1.1 -1.6 0.1
-0.2 1.0 0.4
0.9 0.0 -0.4
-0.1 0.4 0.1
0.1 -0.2 0.0
0.2 -0.3 0.2
0.2 0.1 -0.3
0.1 0.0 0.3
0.0 0.2 0.0
-0.3 0.4 -0.3
-0.5 0.2 0.0
0.0 -0.1 0.4
-0.1 0.0 -0.1
0.5 0.0 0.8
-1.4 0.3 -0.4
2.1 -1.5 0.3
0.1 0.1 -0.5
-0.9 0.1 1.4
1.3 -1.2 -0.5
-0.6 0.4 -0.3
0.3 0.8 0.3
0.6 -0.8 -0.2
0.0 -0.6 0.0
0.1 0.7 0.3
0.1 -0.5 0.1
-0.2 0.6 -0.1
-1.3 0.5 0.0
-0.6 1.0 -0.1
-0.1 0.0 -1.0

Summary:
- LUMO level (eV) = -6.90
- total charge = +2
- gap between HOMO and LUMO (eV) = 5.51



Entry 2:
C21H51AlNO4P2 | ωB97M-V/def2-TZVPD

CARTESIAN COORDINATES (ANGSTROEM)
C (3.30041, -3.21719, 1.61295)
C (3.79128, -1.64316, 1.84252)
C (3.40821, -0.72484, 0.52437)
C (2.12888, 0.27679, 0.86593)
C (0.69102, -0.32958, 0.27331)
C (-0.56587, 0.42392, 1.07412)
C (-1.92641, 0.54013, 0.16309)
C (-3.21253, 1.21197, 0.97654)
C (-4.66771, 0.75773, 0.36893)
C (-5.96091, 1.43154, 1.16792)
C (-7.31308, 0.57081, 0.78240)
Al (-8.96620, 1.03368, 1.90454)
C (-10.62356, 0.26876, 0.94837)
C (-10.38240, -1.36547, 0.79503)
C (-11.66931, -2.10488, 0.05161)
C (-11.28377, -3.53744, -0.65824)
P (-8.97060, 0.17195, 4.06099)
N (-8.63249, -1.43513, 4.02680)
H (4.22216, -3.93671, 1.85053)
H (2.42619, -3.48636, 2.36749)
H (2.90398, -3.41257, 0.52759)
H (3.22599, -1.27530, 2.82496)
H (4.95569, -1.59701, 2.02405)
H (3.16559, -1.38544, -0.43966)
H (4.37648, -0.08375, 0.25519)
H (2.04307, 0.52750, 2.02785)
H (2.33377, 1.27502, 0.25924)
H (0.64815, -1.51388, 0.41078)
H (0.68740, -0.08057, -0.89067)
H (-0.13582, 1.50078, 1.35280)
H (-0.70304, -0.19161, 2.07194)
H (-1.67323, 1.26061, -0.75042)
H (-2.23722, -0.50505, -0.28656)
H (-3.16934, 1.02232, 2.13583)
H (-3.08861, 2.38792, 0.82348)
H (-4.73424, 1.14952, -0.73767)
H (-4.83651, -0.41951, 0.45043)
H (-6.09801, 2.51104, 0.67760)
H (-5.79927, 1.53254, 2.32231)
H (-7.09210, -0.57697, 0.83212)
H (-7.54970, 0.84252, -0.35591)
H (-9.10067, 2.60822, 1.99176)
H (-11.52763, 0.38469, 1.70615)
H (-10.79734, 0.79411, -0.08307)
H (-9.36878, -1.50393, 0.22736)
H (-10.29212, -1.88517, 1.86624)
H (-12.13794, -1.33107, -0.69204)
H (-12.43598, -2.36062, 0.92002)
H (-10.66443, -3.40011, -1.66239)
H (-12.31863, -4.08453, -0.87822)
H (-10.66216, -4.26814, 0.01223)
H (-8.01832, 0.84790, 4.93520)
H (-10.30417, 0.30835, 4.60365)
H (-8.45275, -1.71392, 3.02907)
O (7.22183, 2.24183, -1.40234)
P (7.80552, 1.11081, -2.28418)
O (8.84191, 0.56391, -1.11554)
C (8.28686, -0.31669, -0.14790)
C (7.88604, -1.65048, -0.75516)
O (8.79970, 2.17907, -3.09439)
C (8.53236, 3.57701, -3.10701)
C (9.20427, 4.27605, -1.93167)
O (8.45768, -0.15285, -3.26945)
C (9.66224, -0.00858, -4.02130)
C (10.91570, 0.27480, -3.20040)
H (7.42733, 0.16012, 0.33409)
H (9.04946, -0.48178, 0.61935)
H (7.06575, -1.52584, -1.46938)
H (7.55329, -2.34776, 0.01916)
H (8.72350, -2.09920, -1.29919)
H (7.45538, 3.76845, -3.13813)
H (8.94046, 3.98461, -4.03952)
H (9.03600, 3.75901, -0.98150)
H (8.84112, 5.30318, -1.83360)
H (10.28775, 4.30030, -2.07894)
H (9.51788, 0.74557, -4.80352)
H (9.81308, -0.95702, -4.54519)
H (10.85244, 1.18840, -2.61284)
H (11.78282, 0.37737, -3.85982)
H (11.10426, -0.54067, -2.49203)

Forces on the atoms, in the same order (eV/Å):
0.4 -0.2 0.7
-0.6 -0.7 -0.4
0.3 0.6 0.6
0.0 -0.1 -1.2
0.4 0.4 0.3
1.0 -0.3 -0.5
0.0 0.4 0.2
0.2 0.6 -0.5
-0.2 0.4 0.9
0.0 0.0 -1.5
1.2 0.2 -0.7
-0.3 0.3 -1.9
-0.5 -1.6 0.9
-0.7 0.2 0.0
0.9 -0.3 0.8
-0.7 0.0 -0.4
0.6 -2.0 -0.2
0.1 0.3 -0.9
-2.2 1.4 -0.6
1.9 0.5 -1.6
0.9 0.4 2.1
1.4 -0.5 -2.3
-2.4 -0.2 -0.3
0.5 1.3 2.2
-2.2 -1.2 0.5
0.3 -0.6 -2.6
-0.6 -1.9 1.5
0.0 2.6 -0.3
-0.2 -0.6 2.5
-1.2 -2.2 -0.5
0.0 1.4 -2.0
-0.5 -1.6 1.8
0.7 2.0 1.0
0.0 0.1 -2.3
-0.4 -2.4 0.5
0.1 -1.1 2.0
0.7 2.5 -0.4
0.3 -2.1 1.4
-0.1 -0.3 -2.2
-0.2 1.9 -0.2
0.4 -0.7 2.2
0.0 0.6 0.2
1.4 0.0 -1.8
0.0 -1.1 1.8
-1.9 -0.1 0.8
0.0 1.3 -2.3
0.8 -1.7 1.3
1.4 0.7 -1.9
-1.4 -0.2 2.1
2.3 1.0 0.1
-1.2 1.6 -1.0
-1.1 -0.1 0.0
0.8 0.6 0.4
-0.2 0.5 1.3
-3.5 -2.9 -1.5
8.3 3.9 1.4
-0.7 -0.5 0.4
0.1 -0.4 0.4
0.0 -0.1 -0.1
-1.0 -0.6 -0.8
0.0 0.5 0.1
0.2 -0.1 0.1
-3.3 0.0 0.3
0.6 0.6 -0.8
-0.1 -0.1 0.4
0.0 0.0 0.0
0.0 0.2 -0.1
0.0 -0.1 0.0
0.0 0.1 0.0
-0.1 0.1 0.1
0.2 -0.1 0.2
0.1 -0.3 0.0
-0.2 0.0 -0.2
0.1 -0.1 0.0
-0.1 0.1 -0.1
0.1 -0.1 0.2
-0.4 -0.1 0.2
-0.1 0.0 -0.1
-0.2 -0.2 -0.1
0.0 0.1 -0.2

Summary:
- LUMO level (eV) = -1.17
- total charge = -1
- gap between HOMO and LUMO (eV) = 3.18



Entry 3:
C21H51BN2O11P | ωB97M-V/def2-TZVPD

CARTESIAN COORDINATES (ANGSTROEM)
C (4.10965, 2.48215, 1.10470)
C (3.17492, 3.33557, 0.01264)
C (2.26000, 2.36046, -0.94215)
C (0.67841, 2.61092, -0.53055)
O (-0.10214, 1.36414, -0.49403)
C (0.06667, 0.67347, 0.79638)
N (-0.87138, 1.23079, 1.88665)
C (-1.15534, 0.20565, 2.96242)
C (-1.60198, 0.82134, 4.41402)
C (-2.15800, 2.36251, 4.37867)
C (-3.42048, 2.62616, 3.36701)
O (-3.54648, 3.89460, 2.88674)
O (-4.43281, 1.62818, 2.98414)
C (0.07618, -0.86990, 3.16086)
P (1.68850, -0.04623, 3.90304)
N (1.60955, 1.58887, 3.80581)
B (-0.35918, -2.05063, 4.27026)
O (-1.77667, -2.46197, 4.29134)
O (0.59318, -2.71879, 5.17882)
O (0.46304, -1.59406, 1.93991)
C (-0.06183, -0.95969, 0.72058)
C (0.76323, -1.54588, -0.61079)
O (2.22977, -1.40814, -0.46990)
O (2.82821, -2.57186, -0.65970)
H (5.22755, 2.77000, 0.91142)
H (3.82151, 2.83684, 2.20608)
H (3.96310, 1.32128, 1.01769)
H (2.53486, 4.09426, 0.65382)
H (3.94231, 3.98201, -0.61680)
H (2.48023, 2.59795, -2.09059)
H (2.57392, 1.25002, -0.73240)
H (0.25799, 3.41024, -1.31090)
H (0.56038, 3.13961, 0.53320)
H (1.15716, 0.91262, 1.18479)
H (-0.41391, 2.10931, 2.21720)
H (-1.79414, 1.40969, 1.39092)
H (-2.08439, -0.43461, 2.57398)
H (-0.77148, 0.76953, 5.24965)
H (-2.50142, 0.13987, 4.80084)
H (-2.53434, 2.63959, 5.47085)
H (-1.22883, 3.06912, 4.17757)
H (-5.03876, 2.13398, 2.33497)
H (2.82467, -0.44700, 3.08422)
H (1.89435, -0.46462, 5.29784)
H (1.70239, 2.00222, 4.76190)
H (-1.83315, -3.30931, 4.85473)
H (1.46030, -2.94571, 4.68793)
H (-1.20958, -1.20084, 0.51031)
H (0.49991, -2.69400, -0.77774)
H (0.37028, -0.98824, -1.58584)
H (2.47959, -3.22939, 0.04016)
C (1.22069, -6.74327, -2.30085)
C (2.28308, -5.85972, -1.66656)
C (3.51477, -6.66358, -1.28148)
O (1.74496, -5.23436, -0.50442)
H (0.88864, -7.51978, -1.60248)
H (0.33530, -6.15365, -2.56161)
H (1.59886, -7.22686, -3.20694)
H (2.56587, -5.06493, -2.36528)
H (3.26409, -7.43717, -0.54701)
H (4.26584, -6.01699, -0.81503)
H (3.96175, -7.14480, -2.15698)
H (1.49097, -5.93264, 0.12165)
C (3.31403, 1.43971, -5.86785)
C (2.51510, 2.66603, -5.45615)
C (2.31573, 3.61603, -6.62631)
O (3.20022, 3.34578, -4.40745)
H (4.31180, 1.72268, -6.22187)
H (3.46030, 0.77090, -5.01294)
H (2.80531, 0.88578, -6.66298)
H (1.54061, 2.35568, -5.06381)
H (3.27802, 3.97616, -7.00716)
H (1.74984, 4.49975, -6.31232)
H (1.77708, 3.12739, -7.44420)
H (4.06679, 3.62495, -4.74682)
C (-5.91784, -0.23425, -0.56012)
C (-6.82839, 0.94697, -0.26464)
C (-7.83948, 1.15983, -1.37995)
O (-6.03987, 2.12420, -0.11104)
H (-5.34655, -0.06811, -1.48044)
H (-5.18749, -0.36797, 0.24502)
H (-6.49329, -1.15892, -0.66826)
H (-7.35401, 0.77875, 0.68156)
H (-7.33637, 1.37541, -2.32923)
H (-8.47991, 2.02066, -1.15952)
H (-8.47257, 0.27697, -1.51270)
H (-5.56940, 2.28130, -0.94653)

Forces on the atoms, in the same order (eV/Å):
-0.3 0.8 0.3
1.1 0.1 0.4
0.2 0.5 0.5
1.1 1.7 -0.1
-0.2 -0.7 2.5
3.0 -0.4 -1.1
-0.6 -0.2 -1.4
-0.6 -2.0 1.7
-1.3 -0.1 0.8
0.0 -0.9 0.5
-1.5 6.2 -2.7
0.8 -8.2 2.8
2.6 3.2 0.4
-0.1 -0.1 0.7
0.0 3.3 -0.1
-0.3 -1.5 1.0
-1.6 -1.9 0.9
3.8 -0.6 1.2
-0.4 0.8 -3.5
-1.4 1.7 -0.8
-0.3 0.4 -2.1
-1.1 -0.4 -0.4
-3.9 3.5 0.9
1.2 -4.7 0.5
-2.1 -0.8 0.5
0.7 -1.0 -2.4
0.3 2.2 0.1
1.1 -1.5 -1.5
-1.9 -1.4 1.1
-0.8 -0.5 2.5
-0.8 2.0 -0.4
0.4 -2.2 1.7
0.6 -1.1 -2.2
-2.1 -0.5 -0.6
-0.5 -0.7 0.2
1.3 0.3 0.8
2.1 1.5 0.8
-1.5 0.1 -2.0
2.1 1.4 -1.0
0.7 -0.7 -2.4
-2.4 -1.2 0.0
1.2 -0.7 1.1
-1.0 -0.6 0.6
-0.2 -0.2 -1.4
-0.1 -0.4 -1.2
0.0 1.9 -1.1
-1.9 0.6 1.3
2.3 0.2 0.6
0.6 2.4 0.7
0.9 -0.9 2.2
0.7 1.2 -1.3
-0.2 0.1 -0.2
0.1 -0.7 -0.1
0.3 0.1 0.0
-0.3 0.4 0.6
0.2 0.0 0.0
0.2 0.0 0.0
-0.1 0.0 0.1
-0.1 0.1 0.3
-0.1 0.0 -0.2
-0.1 -0.1 -0.2
-0.1 0.0 0.1
0.1 0.2 -0.3
-0.1 -0.3 0.1
0.5 0.1 -0.5
-0.3 0.2 -0.1
0.1 0.1 0.4
-0.1 0.1 -0.1
-0.1 0.1 -0.1
0.1 0.1 0.1
0.2 0.1 0.1
0.0 -0.2 0.0
0.0 -0.2 0.0
0.1 0.1 0.1
-0.4 -0.1 0.1
0.1 -0.2 0.2
0.1 -0.2 -0.7
-0.3 0.1 0.1
0.4 0.2 0.3
-0.2 0.0 0.0
-0.1 0.0 0.0
0.1 0.1 0.0
0.2 0.2 0.0
0.0 -0.1 0.1
0.1 -0.2 0.0
0.1 0.1 0.0
-0.3 0.0 0.3

Summary:
- LUMO level (eV) = -2.48
- total charge = +1
- gap between HOMO and LUMO (eV) = 9.22